This record from the OMol25 dataset describes a cluster of 8 separate species, C48H40N8O16 in total at a distorted geometry. The level of theory is wB97M-V/def2-TZVPD.

Structure (ORCA input):
```
! RIJCOSX wB97M-V def2-TZVPD def2/J DEFGRID3
* xyz 0 1
C 7.091 -1.091 5.208
C 6.771 -2.207 6.008
C 7.756 -3.171 6.163
C 9.050 -2.996 5.690
C 9.379 -1.812 4.985
C 8.347 -0.879 4.700
N 10.151 -3.994 5.988
O 9.878 -4.922 6.768
O 11.142 -3.870 5.256
H 6.295 -0.372 5.080
H 5.825 -2.452 6.468
H 7.456 -4.023 6.755
H 10.360 -1.536 4.627
H 8.606 -0.095 4.004
C -10.430 -4.011 2.205
C -10.166 -4.374 3.531
C -11.141 -5.023 4.312
C -12.431 -5.199 3.832
C -12.685 -4.812 2.496
C -11.717 -4.138 1.716
N -13.488 -5.952 4.594
O -13.252 -6.073 5.810
O -14.542 -6.248 3.929
H -9.682 -3.497 1.619
H -9.169 -4.311 3.940
H -11.020 -5.413 5.312
H -13.660 -4.966 2.059
H -11.995 -3.963 0.688
C 6.565 0.417 -4.364
C 7.224 1.594 -4.149
C 8.446 1.503 -3.499
C 9.030 0.235 -3.101
C 8.334 -0.932 -3.436
C 7.094 -0.834 -3.998
N 10.291 0.218 -2.438
O 10.884 1.270 -2.192
O 10.683 -0.908 -2.031
H 5.548 0.442 -4.728
H 6.698 2.489 -4.445
H 8.948 2.438 -3.300
H 8.701 -1.927 -3.230
H 6.465 -1.706 -4.103
C -0.358 -1.850 0.539
C 0.636 -0.900 0.862
C 0.393 -0.129 1.923
C -0.640 -0.351 2.837
C -1.550 -1.356 2.570
C -1.426 -2.141 1.388
N -0.702 0.466 4.109
O 0.034 1.424 4.234
O -1.633 0.186 4.896
H -0.226 -2.347 -0.411
H 1.511 -0.694 0.263
H 1.099 0.654 2.159
H -2.364 -1.689 3.197
H -2.102 -2.927 1.085
C 7.266 12.106 1.497
C 7.631 10.943 2.195
C 6.964 9.764 1.881
C 6.051 9.647 0.787
C 5.915 10.809 -0.001
C 6.446 12.011 0.412
N 5.251 8.424 0.557
O 4.583 8.331 -0.458
O 5.471 7.470 1.236
H 7.675 13.062 1.789
H 8.400 10.986 2.952
H 7.227 8.883 2.448
H 5.173 10.860 -0.785
H 6.058 12.868 -0.120
C -0.758 10.259 3.342
C -1.603 11.346 3.513
C -2.335 11.549 4.678
C -2.351 10.534 5.618
C -1.657 9.338 5.392
C -0.822 9.196 4.251
N -3.080 10.757 6.878
O -3.777 11.774 7.008
O -3.075 9.882 7.665
H -0.181 10.221 2.430
H -1.480 12.083 2.733
H -2.896 12.449 4.883
H -1.691 8.485 6.053
H -0.228 8.300 4.148
C -10.100 -5.062 -5.098
C -10.246 -6.355 -4.603
C -9.096 -7.078 -4.260
C -7.800 -6.530 -4.370
C -7.725 -5.291 -4.953
C -8.878 -4.529 -5.293
N -6.585 -7.241 -3.916
O -6.658 -8.461 -3.633
O -5.538 -6.624 -3.774
H -10.941 -4.480 -5.446
H -11.241 -6.765 -4.511
H -9.204 -8.076 -3.862
H -6.718 -4.960 -5.163
H -8.789 -3.510 -5.638
C -0.354 -5.314 -9.541
C -0.792 -6.419 -10.339
C -0.763 -7.679 -9.725
C -0.345 -7.899 -8.430
C 0.175 -6.804 -7.739
C 0.146 -5.489 -8.242
N -0.488 -9.167 -7.726
O -1.107 -10.028 -8.265
O -0.012 -9.212 -6.613
H -0.299 -4.358 -10.040
H -1.134 -6.236 -11.347
H -1.142 -8.470 -10.356
H 0.576 -6.905 -6.742
H 0.565 -4.634 -7.732
*
```

Properties
Frontier orbital gap: 9.00 eV
E: -95079.7083 eV
LUMO level: -0.987 eV


This record from the OMol25 dataset describes a structure of composition C48H41AlBFNO35 at a distorted geometry. The level of theory is wB97M-V/def2-TZVPD.

Structure (ORCA input):
```
! RIJCOSX wB97M-V def2-TZVPD def2/J DEFGRID3
* xyz -1 1
N -1.058 -2.138 4.474
C -1.092 -0.650 4.100
Al 0.766 0.136 3.730
C 2.241 -1.045 2.909
C 1.708 -2.565 2.522
C 2.399 -3.585 3.610
O 2.091 -3.670 4.908
O 3.500 -4.450 3.103
O 1.198 1.030 5.374
C 1.212 2.472 4.956
F -0.213 2.871 4.652
C 1.867 2.466 3.450
O 2.435 3.699 2.883
B 3.583 4.201 3.668
O 4.287 3.480 4.750
O 4.035 5.599 3.335
O 0.893 1.692 2.611
H -2.007 -2.411 4.844
H -0.358 -2.181 5.260
H -1.500 -0.101 5.078
H -1.862 -0.404 3.250
H 3.233 -1.086 3.569
H 2.586 -0.550 1.882
H 0.544 -2.648 2.437
H 2.137 -2.805 1.440
H 3.360 -5.322 3.585
H 1.543 3.273 5.741
H 2.750 1.694 3.526
H 5.292 3.600 4.688
H 4.458 5.606 2.416
C 5.987 0.876 1.633
C 7.177 1.349 2.007
C 8.422 0.558 1.805
O 9.504 1.026 2.142
C 8.299 -0.779 1.203
C 7.108 -1.253 0.832
C 5.867 -0.451 1.009
O 4.789 -0.906 0.642
O 6.985 -2.510 0.268
O 7.297 2.594 2.597
H 5.074 1.442 1.773
H 9.210 -1.351 1.078
H 6.026 -2.621 0.086
H 8.257 2.707 2.774
C 1.984 5.454 -1.744
C 1.132 5.273 -2.755
C -0.126 4.497 -2.577
O -0.899 4.364 -3.519
C -0.391 3.908 -1.255
C 0.463 4.086 -0.245
C 1.707 4.885 -0.416
O 2.464 5.047 0.535
O 0.221 3.534 0.999
O 1.387 5.802 -4.007
H 2.901 6.018 -1.860
H -1.301 3.332 -1.144
H 0.982 3.806 1.558
H 0.623 5.535 -4.564
C -3.457 -5.165 0.143
C -3.461 -4.991 -1.180
C -2.672 -3.903 -1.820
O -2.680 -3.780 -3.040
C -1.905 -3.002 -0.946
C -1.904 -3.173 0.378
C -2.671 -4.278 1.015
O -2.636 -4.422 2.232
O -1.188 -2.329 1.206
O -4.200 -5.819 -2.006
H -4.025 -5.953 0.621
H -1.350 -2.204 -1.423
H -1.346 -2.660 2.116
H -4.037 -5.491 -2.917
C 4.060 -4.908 -2.286
C 4.367 -3.610 -2.225
C 4.598 -2.811 -3.460
O 4.860 -1.617 -3.373
C 4.505 -3.502 -4.755
C 4.201 -4.800 -4.816
C 3.944 -5.592 -3.582
O 3.648 -6.780 -3.671
O 4.115 -5.457 -6.030
O 4.481 -2.960 -1.010
H 3.888 -5.500 -1.396
H 4.692 -2.914 -5.644
H 3.881 -6.385 -5.809
H 4.709 -2.031 -1.231
C -8.033 -1.966 -0.747
C -6.900 -2.569 -0.383
C -5.617 -1.818 -0.296
O -4.596 -2.395 0.059
C -5.629 -0.390 -0.652
C -6.762 0.212 -1.019
C -8.049 -0.533 -1.079
O -9.078 0.052 -1.403
O -6.780 1.553 -1.358
O -6.876 -3.916 -0.072
H -8.973 -2.499 -0.812
H -4.687 0.140 -0.602
H -7.714 1.752 -1.585
H -5.943 -4.114 0.161
C 6.178 9.887 -0.640
C 4.927 10.331 -0.498
C 3.861 9.468 0.082
O 2.726 9.910 0.218
C 4.221 8.096 0.471
C 5.471 7.651 0.326
C 6.542 8.522 -0.229
O 7.686 8.091 -0.334
O 5.815 6.361 0.686
O 4.576 11.611 -0.885
H 6.963 10.504 -1.059
H 3.433 7.473 0.875
H 6.773 6.281 0.486
H 3.620 11.693 -0.680
C -12.615 -4.425 -4.108
C -11.830 -3.404 -3.758
C -10.630 -3.610 -2.900
O -9.917 -2.656 -2.610
C -10.350 -4.973 -2.423
C -11.137 -5.993 -2.771
C -12.320 -5.791 -3.652
O -13.014 -6.751 -3.969
O -10.880 -7.277 -2.325
O -12.102 -2.116 -4.181
H -13.488 -4.290 -4.734
H -9.485 -5.106 -1.786
H -11.589 -7.834 -2.713
H -11.390 -1.559 -3.798
*
```

Properties
Frontier orbital gap: 4.72 eV
E: -133583.3954 eV
LUMO level: -0.832 eV